(1)
Formula: C20H79N5O17
Source: the OMol25 dataset
Level of theory: wB97M-V/def2-TZVPD

Last column: Löwdin charge in e.
Cartesian coordinates (Å):
O -1.3459 -4.1200 2.2040  -0.05
O 2.2500 -2.2034 -3.4712  -0.23
O 1.1739 2.9763 0.8778  -0.04
O -5.4850 -2.4373 -1.3257  -0.23
O 0.8522 -1.3172 4.2377  -0.02
O -0.9326 2.6232 -0.9751  -0.06
O -0.3074 0.0218 -0.3270  -0.04
O 1.0796 7.0603 0.2222  -0.18
O -0.9178 2.5952 -4.5417  -0.06
O 2.6555 0.5868 0.7663  -0.06
O 2.1714 -2.1209 1.7264  -0.04
O -0.9163 -1.1097 2.1501  -0.06
O 7.4768 -1.1213 1.3090  -0.20
O 4.1505 -4.0293 0.9147  -0.08
O 4.0939 -3.2074 -1.6279  -0.03
O -3.1954 3.3640 -2.5746  -0.03
O -2.9769 -2.0997 5.6831  -0.20
N 5.5661 1.0961 0.9412  0.03
N -3.2407 0.1029 3.3665  0.02
N -0.2223 5.0873 -2.4157  0.04
N -8.3293 -4.5990 -1.7036  0.02
N 2.3563 0.5406 -4.7858  0.03
C -4.0912 -1.0613 3.8242  -0.38
C 7.7769 -2.4231 1.7344  -0.13
C -0.1077 6.3202 -1.6514  -0.41
C 6.0298 0.3498 -0.1873  -0.40
C -6.1365 -3.6572 -1.8075  -0.14
C -3.2689 -2.2157 4.3213  -0.23
C -7.9252 -2.5692 -0.3314  -0.07
C 1.2817 -3.2404 -3.6777  -0.08
C -7.6490 -3.3309 -1.6727  -0.42
C -4.0625 -2.4654 -1.3401  -0.12
C 2.4466 0.2961 -3.3528  -0.38
C -2.7601 -3.3664 6.3756  -0.07
C 1.8935 1.5771 -2.7046  -0.06
C 6.4674 -1.1700 0.2499  -0.12
C 1.6572 -0.9889 -3.0136  -0.19
C 2.2845 6.9866 1.0711  -0.05
C 7.2064 1.1062 -0.8294  -0.06
C 0.9303 5.9570 -0.5678  -0.26
C -1.4634 6.7623 -1.1614  -0.06
C -4.9131 -1.3510 2.5456  -0.05
H -8.9439 -2.1817 -0.3213  0.07
H -3.5363 -1.5889 -0.9619  0.08
H -5.6985 -2.0676 2.7857  0.08
H 2.7552 1.4235 -5.0711  0.06
H 0.9665 2.0230 -3.0652  0.05
H 3.6825 -2.4342 -2.0140  0.02
H -5.7845 -3.9022 -2.8096  0.13
H 5.8723 2.0334 0.7228  0.08
H -3.6139 -3.3389 -0.8669  0.08
H 2.0280 7.5798 1.9488  0.08
H -0.6867 -3.7528 1.6151  0.03
H 0.7173 -3.0764 -4.5957  0.09
H 1.9356 -4.0317 -4.0440  0.09
H -1.6615 -0.7122 2.6005  -0.01
H 0.4790 2.9500 0.2200  -0.01
H 0.7555 3.3481 1.6542  0.06
H 8.1042 -3.0915 0.9380  0.09
H -3.9975 -3.0227 4.3989  0.13
H -3.3303 3.5130 -1.6387  0.04
H -1.5738 2.6260 -3.8453  -0.01
H 0.5149 5.1301 0.0082  0.11
H 6.1545 0.7413 1.6815  0.08
H -0.7186 -0.4148 0.4190  0.01
H 3.4457 0.1109 -2.9583  0.13
H 3.2177 7.2874 0.5948  0.09
H 3.6508 -3.2666 1.2060  -0.03
H 7.9381 1.3460 -0.0579  0.08
H 8.5739 -2.1516 2.4266  0.09
H 4.0042 -3.8862 -2.2968  0.05
H -0.9080 4.4925 -1.9727  0.02
H 1.1279 -0.6583 4.8750  0.07
H -4.1577 -1.7431 1.8646  0.07
H -7.7759 -3.1840 0.5562  0.07
H 0.6245 4.5628 -2.2484  0.05
H -5.9025 -4.3824 -1.0282  0.12
H -4.7679 -0.7060 4.6014  0.14
H 2.5823 2.4217 -2.6925  0.08
H -2.7418 0.4184 4.1860  0.08
H -1.8697 2.4772 -1.1041  0.03
H -8.0035 -2.6688 -2.4626  0.14
H 7.6486 0.4316 -1.5625  0.08
H 2.4085 -1.4787 1.0573  0.00
H -2.0519 -3.4735 2.2069  -0.01
H 0.7536 -3.4395 -2.7451  0.10
H -2.2836 6.4314 -1.7985  0.07
H 0.3405 7.0365 -2.3400  0.13
H -9.3231 -4.5428 -1.8743  0.07
H 6.8122 1.9993 -1.3142  0.08
H -5.3646 -0.4447 2.1422  0.08
H -0.6374 3.5042 -4.6476  0.02
H 0.8674 -2.1418 4.7234  0.08
H 0.6010 -0.9319 -3.2767  0.13
H -3.9879 3.7057 -2.9887  0.06
H 1.9255 -1.5949 2.4874  0.01
H 4.5107 -3.7706 0.0665  -0.03
H 2.2092 1.4124 0.5782  -0.02
H -7.3172 -1.6698 -0.2341  0.06
H 1.6982 1.3662 -1.6532  0.04
H -1.6418 7.7849 -0.8290  0.08
H 1.7453 -0.9887 -1.9272  0.10
H -3.8040 0.8988 3.1032  0.08
H -1.8138 6.2356 -0.2738  0.07
H 1.8718 5.7418 -1.0730  0.13
H 3.5829 0.8197 0.8094  -0.01
H 2.3010 5.9810 1.4915  0.08
H -2.3976 -2.4652 3.7158  0.10
H -2.1502 -3.1100 7.2419  0.08
H -3.6250 -2.6832 -2.3144  0.08
H -0.5632 1.7448 -0.8844  0.00
H -0.2394 -1.1813 2.8231  -0.01
H 5.6186 -1.8170 0.4712  0.09
H 1.4046 0.7488 -5.0522  0.06
H 0.5902 -0.3105 -0.3346  0.01
H -2.1147 -4.0619 5.8392  0.09
H 7.0411 -2.9269 2.3612  0.09
H -8.0733 -5.1178 -0.8756  0.07
H 6.9434 -1.6800 -0.5876  0.11
H 5.2191 0.3655 -0.9157  0.11
H -3.7165 -3.8049 6.6603  0.09

Atoms 1-2, force components in eV/Å:
O -0.13 -0.55 0.21
O -0.59 1.02 -0.41

## Properties
multiplicity: 1
relative energy (zero: lowest compared OMol25 entry of this formula, charge and spin): 0.000 eV
largest force on an atom: 3.39 eV Å⁻¹
lowest unoccupied orbital energy: -0.1 eV
total charge: 0


(2)
Formula: C40H39AsF5IN5O7RbS3
Source: the OMol25 dataset
Level of theory: wB97M-V/def2-TZVPD

Last column: Löwdin charge in e.
Cartesian coordinates (Å):
I 2.7526 -3.2895 -5.1158  0.72
Rb -0.2063 0.2183 -0.5816  0.76
As 1.0047 4.0005 -0.5900  0.87
S -1.5440 7.1278 4.3182  0.53
S 0.3973 1.8789 -3.4408  0.40
S -2.6836 -1.8647 -1.5478  0.63
F -4.1603 -4.3512 -2.4318  0.06
F -4.7213 -0.3987 0.1303  0.07
F -6.6480 -5.0846 -1.8122  0.08
F -8.2116 -3.5132 -0.2198  0.08
F -7.1995 -1.1672 0.7398  0.09
O 0.8378 -2.5038 -2.0312  -0.02
O -0.3568 4.8983 -0.3137  -0.48
O 2.2996 4.9155 0.2539  -0.28
O 0.0317 1.5752 -4.8140  -0.34
O -0.7199 2.0754 -2.5322  -0.44
O 1.3895 0.9444 -2.9004  -0.42
O 1.2244 2.4757 -0.0238  -0.58
N -0.3730 -1.9501 -3.8652  0.17
N -0.8051 -2.4221 1.4186  0.18
N -0.9192 6.2893 1.9055  0.11
N -0.7732 1.8295 4.2869  0.05
N 1.5059 -0.7309 1.9017  0.16
C -0.9058 4.1492 4.8635  -0.06
C 2.3814 0.4111 4.3223  -0.03
C 3.1406 -0.7382 -0.5402  -0.04
C 0.0418 -2.5610 2.3481  -0.26
C 2.3994 5.0095 -4.9988  -0.09
C -2.2672 -4.2798 0.9362  -0.23
C -5.1583 -1.5533 -0.3948  -0.26
C -1.0074 4.5194 3.5264  -0.21
C -4.8798 -3.5157 -1.6636  -0.26
C 3.1895 0.5469 3.0625  -0.21
C -6.9598 -3.1260 -0.5419  -0.17
C -0.8670 2.1866 3.0103  -0.12
C 0.7775 -2.0780 -3.1765  -0.70
C 2.6823 5.8280 -3.9174  -0.10
C -4.3086 -2.3212 -1.2036  -0.58
C -0.9882 3.5014 2.5741  0.02
C 1.5461 4.2777 -2.4418  -0.21
C 1.6920 3.8342 -4.8051  -0.07
C -4.5181 -4.3084 1.8166  -0.09
C -0.7907 2.8120 5.1877  -0.15
C -6.1632 -3.9146 -1.3492  -0.16
C -3.4986 -4.9023 1.0838  -0.05
C -2.0740 -3.0424 1.5552  -0.25
C -6.4440 -1.9354 -0.0682  -0.17
C -1.1689 -4.8669 0.0961  -0.03
C 1.2625 3.4579 -3.5357  -0.23
C -2.8909 -1.0196 2.8064  -0.02
C -3.0987 -2.3984 2.2451  -0.23
C -1.1423 5.9729 3.1617  -0.81
C 4.7273 0.7024 0.7535  -0.05
C 4.3694 1.2772 3.0479  -0.06
C -0.1688 -3.3265 3.6342  0.00
C -4.3171 -3.0584 2.3783  -0.06
C 2.7745 -0.0873 1.8852  -0.21
C 2.2546 5.4603 -2.6512  -0.10
C 2.5680 -2.8834 2.4755  0.00
C 1.4119 -1.9558 2.2005  -0.28
C 2.0286 -1.6537 -3.9230  -0.56
C 5.1366 1.3677 1.8954  -0.10
C 3.5478 -0.0368 0.7251  -0.21
H 2.4597 -3.7885 1.8735  0.09
H 2.6122 -0.0470 -1.2018  0.05
H -3.8460 -0.5096 2.9272  0.08
H -0.9229 4.9095 5.6314  0.06
H -0.8482 1.3777 2.2860  0.08
H 0.3268 -4.2995 3.5806  0.09
H 4.0286 -1.0860 -1.0724  0.09
H -5.4794 -4.7991 1.9085  0.10
H -1.0649 3.7271 1.5182  0.09
H -0.6007 5.6634 1.1224  0.04
H 5.3228 0.7577 -0.1509  0.11
H 2.4782 6.0881 -1.7990  0.09
H -0.7126 2.5102 6.2276  0.10
H 2.7243 5.2851 -5.9954  0.09
H 2.8179 -1.4213 -3.2230  0.03
H -1.2450 -2.0808 -3.3514  -0.01
H -1.0078 7.2696 1.6883  0.09
H 2.7539 1.0904 5.0899  0.07
H -3.6670 -5.8540 0.5916  0.11
H 1.8639 -0.8173 -4.5926  0.04
H -1.5277 -5.7423 -0.4457  0.08
H 2.5792 -3.1845 3.5254  0.08
H 1.3258 0.6262 4.1566  0.05
H 2.4437 -0.6079 4.7194  0.07
H 3.2336 6.7507 -4.0557  0.09
H 2.4934 -1.5974 -0.3736  0.06
H -2.2756 -0.4243 2.1329  0.06
H -1.2279 -3.4910 3.8163  0.08
H 6.0493 1.9508 1.8905  0.09
H 0.2647 -2.7770 4.4725  0.09
H -0.8190 -4.1235 -0.6248  0.06
H -5.1267 -2.5586 2.8995  0.11
H -0.3095 -5.1680 0.7040  0.07
H 3.5138 -2.4026 2.2363  0.08
H 1.4480 3.1858 -5.6348  0.10
H 2.8306 4.2263 0.6743  0.02
H 4.6832 1.7833 3.9542  0.10
H -2.3853 -1.0335 3.7767  0.08
H -0.3915 -1.3294 -4.6579  0.10

Atoms 1-2, force components in eV/Å:
I 0.01 0.01 0.01
Rb -0.20 -0.39 0.21

## Properties
multiplicity: 1
relative energy (zero: lowest compared OMol25 entry of this formula, charge and spin): 0.000 eV
largest force on an atom: 0.49 eV Å⁻¹
lowest unoccupied orbital energy: 3.3 eV
total charge: -2


(3)
Formula: C6H9N
Source: the OMol25 dataset
Level of theory: wB97M-V/def2-TZVPD

Last column: Löwdin charge in e.
Cartesian coordinates (Å):
N -2.0505 -0.8014 0.0912  0.06
C 0.2069 -0.5398 0.5127  -0.27
C -0.3352 0.7832 0.0223  -0.30
C -1.8039 0.4471 -0.0649  -0.15
C 0.1404 1.0527 -1.4248  -0.06
C -0.8081 -1.4139 0.4368  -0.10
C 1.5780 -0.7560 1.0667  -0.05
H 2.3782 -0.4041 0.4044  0.08
H 1.7459 -1.8159 1.2834  0.08
H 1.6720 -0.2059 2.0131  0.08
H -0.0959 1.6394 0.6672  0.15
H -0.2992 1.9684 -1.8333  0.08
H 1.2294 1.1390 -1.4902  0.08
H -0.1702 0.2155 -2.0534  0.09
H -2.5900 1.1692 -0.2891  0.12
H -0.7978 -2.4775 0.6579  0.11

Atoms 1-2, force components in eV/Å:
N 0.03 0.30 0.01
C -0.18 -0.09 -0.03

## Properties
multiplicity: 1
relative energy (zero: lowest compared OMol25 entry of this formula, charge and spin): 0.989 eV
largest force on an atom: 0.30 eV Å⁻¹
lowest unoccupied orbital energy: 0.9 eV
total charge: 0